1.
This record from OMol25 describes C12H13I3N2O2 in the gas phase in a non-equilibrium geometry. The level of theory is ωB97M-V/def2-TZVPD.

The geometry in XYZ format:
```
32
Properties=species:S:1:pos:R:3
O -3.75083 2.17956 -3.45148
I 3.78179 -2.10953 -1.70172
I -1.44079 -1.12791 -4.76021
I -1.34035 0.57644 1.51303
N 1.79060 -0.78647 0.89081
O -3.58720 3.49595 -1.59774
C -3.08689 2.58406 -2.42849
C 1.35442 -1.31334 1.96030
C 0.95534 -1.45552 -2.69163
C 1.65110 -1.46802 -1.53823
C -0.36354 -1.02146 -2.72919
C -0.27850 -0.37588 -0.34537
C 1.00164 -0.93098 -0.31522
C -0.95192 -0.40442 -1.56757
N 2.03701 -0.90656 3.06940
C 2.99306 0.24428 3.04282
C 1.29661 -1.12207 4.34888
C -1.86605 1.73401 -2.06703
C -2.30682 0.28536 -1.63255
H -4.47772 3.70024 -1.97610
H 0.48697 -1.95155 2.09600
H 1.25942 -1.77346 -3.71839
H 2.59891 1.05992 2.39496
H 3.96696 -0.12849 2.74331
H 3.06842 0.59426 4.07210
H 0.61743 -0.25727 4.58908
H 2.13683 -1.27025 5.06714
H 0.76348 -2.04230 4.29013
H -1.25063 1.63499 -3.03506
H -1.33354 2.33195 -1.29601
H -2.90248 0.26273 -0.76572
H -2.82274 -0.23829 -2.46025
```

Values from the calculation:
SMILES: CN(C)/C=N/c1c(I)cc(I)c(CCC(=O)O)c1I
F_max in Eh/bohr: 0.1196
Energy above the lowest of the compared OMol25 structures with the same formula, charge and spin in kJ/mol: 171.4
Gap between HOMO and LUMO in eV: 7.27
LUMO level in eV: -1.0586
HOMO energy in eV: -8.3273

2.
This record from OMol25 describes a molecular structure, C12H13N2S in a non-equilibrium geometry. The level of theory is ωB97M-V/def2-TZVPD.

The geometry in XYZ format:
```
28
Properties=species:S:1:pos:R:3
C -2.23021 -0.48617 0.70309
C 1.60491 -1.42818 0.48443
C 0.58196 -0.61661 -0.16039
C 1.15548 0.65360 -0.54264
C 2.76889 -0.77498 0.59037
C -1.86838 -1.39539 -0.41786
C -0.68752 -0.86443 -0.45057
C 0.41940 1.79077 -1.09840
C -0.36519 2.57271 -0.11747
C -1.64497 1.93329 0.38814
C 3.95308 -1.45064 1.19715
C -2.83524 -2.16005 -1.21760
N -2.88741 0.09188 1.57920
N -1.57089 0.68199 1.12303
S 2.78879 0.81591 -0.02136
H 1.42177 -2.39595 0.89078
H 1.24759 2.50971 -1.47622
H -0.22313 1.43880 -1.95114
H 0.13175 3.04664 0.69501
H -0.58899 3.41393 -0.64172
H -2.18544 2.51633 1.07314
H -2.34191 1.82004 -0.50620
H 4.43488 -2.37596 0.69124
H 4.79399 -0.75183 1.37904
H 3.47080 -1.69354 2.20843
H -2.59889 -3.12951 -1.01825
H -2.76837 -1.86990 -2.30929
H -3.97675 -1.89249 -1.07394
```

Values from the calculation:
F_max in Eh/bohr: 0.0895
Energy above the lowest of the compared OMol25 structures with the same formula, charge and spin in kJ/mol: 642.6
Gap between HOMO and LUMO in eV: 6.95
Charge: +1
LUMO level in eV: -5.5008
HOMO energy in eV: -12.4526

3.
This record from OMol25 describes C12H13N3O3 in the gas phase. The level of theory is ωB97M-V/def2-TZVPD.

The geometry in XYZ format:
```
31
Properties=species:S:1:pos:R:3
C 2.73154 -1.87086 1.46857
N 2.62995 -0.73343 0.58475
C 2.19721 0.49655 1.00370
O 1.80956 0.74823 2.11496
C 2.29588 1.45239 -0.18561
N 1.09120 2.27400 -0.28222
N -0.09926 1.59593 0.02205
C -0.79606 0.88358 -0.89724
O -0.39917 0.77039 -2.04613
C -2.05565 0.27227 -0.40266
C -2.82008 0.83862 0.61354
C -3.98783 0.22057 1.02315
C -4.39849 -0.96225 0.42974
C -3.64676 -1.52341 -0.58953
C -2.48373 -0.90567 -1.00884
H -1.88953 -1.32187 -1.80855
H -3.96974 -2.43998 -1.05996
H -5.30938 -1.44119 0.75687
H -4.58226 0.66568 1.80723
H -2.52554 1.77461 1.06522
H -0.34664 1.61461 1.00000
H 1.00537 2.63872 -1.23082
C 2.62009 0.53575 -1.37412
C 2.95172 -0.80117 -0.76358
O 3.40437 -1.77754 -1.29455
H 3.44044 0.89097 -1.99620
H 1.74093 0.41459 -2.01725
H 3.11898 2.15082 0.00990
H 3.45859 -2.56292 1.04717
H 1.76535 -2.37029 1.55854
H 3.04893 -1.52770 2.45187
```

Values from the calculation:
SMILES: CN1C(=O)C[C@@H](NNC(=O)c2ccccc2)C1=O
F_max in Eh/bohr: 0.0069
Energy above the lowest of the compared OMol25 structures with the same formula, charge and spin in kJ/mol: 0.0
Gap between HOMO and LUMO in eV: 9.97
LUMO level in eV: 0.6025
HOMO energy in eV: -9.3658

4.
This record from OMol25 describes a molecular structure, C12H13N4O3SW in a non-equilibrium geometry. The level of theory is ωB97M-V/def2-TZVPD.

The geometry in XYZ format:
```
34
Properties=species:S:1:pos:R:3
W 0.11246 -0.12259 0.20266
O 2.03790 0.47168 0.07181
N 2.47320 1.73788 0.02722
C 3.81356 1.92432 0.00778
C 4.30213 3.19629 -0.04692
C 3.40070 4.26824 -0.08903
C 2.04820 4.03817 -0.07488
C 1.56418 2.72581 -0.01410
S -0.08822 2.28206 0.01130
H 4.39780 1.01814 0.03829
H 5.37041 3.35015 -0.05767
H 3.77082 5.28325 -0.13294
H 1.33282 4.84682 -0.10592
C -2.66037 -2.45179 -0.54602
C -2.74334 -0.98847 -0.91081
C -2.40742 -0.71458 -2.35475
C -4.04414 -0.34678 -0.48443
O -1.66470 -0.30824 -0.05707
H -3.49520 -2.97343 -1.01591
H -2.74253 -2.59769 0.53074
H -1.73551 -2.90364 -0.90832
H -3.09665 -1.29469 -2.97058
H -1.39329 -1.02183 -2.60932
H -2.53288 0.33855 -2.60430
H -4.84528 -0.75478 -1.10283
H -4.01763 0.73194 -0.63128
H -4.27477 -0.55634 0.55890
O 1.04511 -1.90989 0.00078
N 0.75188 -1.75500 1.27040
C 0.95307 -2.59904 2.20823
C 0.56009 -2.22047 3.53841
N 0.23387 -1.91666 4.59513
C 1.54800 -3.87892 1.93756
N 2.02572 -4.89846 1.71789
```

Values from the calculation:
F_max in Eh/bohr: 0.0255
Energy above the lowest of the compared OMol25 structures with the same formula, charge and spin in kJ/mol: 28.0
Gap between HOMO and LUMO (spin up / spin down) in eV: 6.91 / 6.91
Charge: +1
LUMO level (spin up / spin down) in eV: -4.9349 / -4.9344
HOMO energy (spin up / spin down) in eV: -11.8499 / -11.8487

5.
This record from OMol25 describes C12H13NO5S in the gas phase in a non-equilibrium geometry. The level of theory is ωB97M-V/def2-TZVPD.

The geometry in XYZ format:
```
32
Properties=species:S:1:pos:R:3
O -2.18802 2.61569 1.21574
O 1.71587 0.36815 1.74504
O -1.46361 -1.58356 1.80485
O -2.38327 -1.25981 4.04962
O -0.76859 0.68834 3.03917
C -1.09843 2.01646 0.97407
C 0.90899 1.09838 1.16156
C -0.68156 -1.84109 -3.13766
C 0.06341 -2.20093 -2.03005
C -0.80801 -0.59734 -3.64849
C 0.86563 -1.30103 -1.44041
C -0.00099 0.34598 -2.95521
C 0.79572 -0.00355 -1.86915
N -0.36676 1.11193 1.67136
C -0.40332 2.30225 -0.35909
C 1.72072 1.08575 -1.24604
C 1.09115 1.92913 -0.08859
C 0.05343 -1.87692 3.92132
S -1.28545 -0.95284 3.13370
H -1.23354 -2.51779 -3.77531
H -0.03666 -3.20342 -1.70484
H -1.57642 -0.38970 -4.40030
H 1.45936 -1.64457 -0.61816
H -0.23909 1.35949 -3.36850
H -0.97311 1.89284 -1.17467
H -0.39107 3.41364 -0.54448
H 1.93768 1.80834 -2.05947
H 2.69941 0.75957 -0.93198
H 1.76063 2.78600 0.23850
H 1.00779 -1.82048 3.29551
H 0.26406 -1.45322 4.99872
H -0.44595 -2.93570 4.10325
```

Values from the calculation:
SMILES: CS(=O)(=O)ON1C(=O)C[C@H](Cc2ccccc2)C1=O
F_max in Eh/bohr: 0.1355
Energy above the lowest of the compared OMol25 structures with the same formula, charge and spin in kJ/mol: 296.2
Gap between HOMO and LUMO in eV: 9.40
LUMO level in eV: -0.1288
HOMO energy in eV: -9.5241

6.
This record from OMol25 describes C12H13NOS in the gas phase in a non-equilibrium geometry. The level of theory is ωB97M-V/def2-TZVPD.

The geometry in XYZ format:
```
28
Properties=species:S:1:pos:R:3
C -0.05418 0.78549 3.46958
C 0.99786 0.02882 2.98207
C -1.12682 1.06262 2.66524
C 0.93327 -0.41943 1.69507
C -1.17611 0.56676 1.33007
C -0.14218 -0.22708 0.84177
C -0.44204 0.06475 -2.42810
C 1.49236 -1.44566 -2.02833
C -0.06850 -0.65105 -0.53992
C 0.84243 -0.13179 -1.69128
C 1.73607 1.12175 -1.61968
C -2.36773 -1.24257 -1.28932
N -1.20042 -0.39243 -1.34724
O -0.81111 0.48567 -3.47310
S 0.44088 -2.46670 -0.93623
H -0.00401 1.35345 4.44638
H 1.88430 -0.08838 3.52224
H -1.90308 1.86620 3.09856
H 1.75864 -1.16578 1.29060
H -2.11637 0.57973 0.81682
H 1.42336 -1.97146 -3.06025
H 2.55347 -1.54872 -1.80156
H 2.79363 0.85091 -1.56040
H 1.45947 1.66376 -0.76234
H 1.56809 1.65751 -2.51861
H -2.65795 -1.51144 -2.26253
H -2.20519 -2.05933 -0.62749
H -3.21591 -0.64032 -1.03879
```

Values from the calculation:
SMILES: CN1C(=O)[C@]2(C)CS[C@]12c1ccccc1
F_max in Eh/bohr: 0.0792
Energy above the lowest of the compared OMol25 structures with the same formula, charge and spin in kJ/mol: 0.0
Gap between HOMO and LUMO in eV: 9.27
LUMO level in eV: 0.5571
HOMO energy in eV: -8.7138